Computed, not measured: C41H60I2NO2P2S4SbSr as an isolated structure, with ωB97M-V/def2-TZVPD.

Each line ends with the Löwdin charge.
Positions of all 114 atoms, in Å:
Sr (-0.77903, -0.68253, -0.84065)  0.8499
I (-5.08194, 0.92865, -4.15323)  0.9638
C (-4.96877, 1.22537, -2.09878)  -0.6404
C (-6.08932, 1.74814, -1.44103)  -0.2659
C (-6.08224, 1.98412, -0.09500)  -0.6944
I (-7.81274, 2.74926, 0.79043)  0.8288
C (-4.91635, 1.70347, 0.66862)  -0.2202
C (-4.80321, 1.91425, 2.06093)  -0.0609
C (-3.62990, 1.63415, 2.69508)  -0.0443
C (-2.54808, 1.13720, 1.94583)  -0.1328
N (-2.62329, 0.90649, 0.65741)  0.0854
C (-3.78419, 1.17856, 0.00591)  -0.1399
C (-3.77894, 0.89776, -1.43292)  -0.4665
O (-2.74868, 0.40063, -1.97832)  -0.2586
H (-6.97609, 1.96364, -2.02258)  0.0622
H (-5.65452, 2.29779, 2.60851)  0.0484
H (-3.51538, 1.78629, 3.76030)  0.0952
H (-1.58618, 0.93582, 2.39704)  0.0562
S (2.43745, -3.72319, 1.95792)  -0.1685
Sb (1.32381, -3.45280, -0.04814)  -0.1719
S (-1.01661, -3.15463, 0.34984)  -0.2167
S (1.94146, -1.33346, -0.95825)  -0.1421
S (1.68942, -5.09612, -1.59477)  -0.2793
O (0.47862, 1.03489, 1.77230)  -0.3612
P (1.47226, 0.50349, 2.77562)  0.8043
C (1.68229, 1.72922, 4.12819)  -0.3368
C (0.39511, 1.80177, 4.98639)  -0.1766
C (-0.51591, 2.92565, 4.50343)  -0.1998
C (0.13226, 4.28781, 4.76434)  -0.1991
C (1.65660, 4.21583, 4.58365)  -0.1992
C (2.05117, 3.12280, 3.59467)  -0.2012
C (0.93781, -1.06789, 3.52782)  -0.3684
C (1.52723, -1.44032, 4.91758)  -0.1908
C (0.44356, -1.83557, 5.91764)  -0.2163
C (-0.39536, -2.99332, 5.37937)  -0.1898
C (-0.85992, -2.74425, 3.92802)  -0.2013
C (-0.57636, -1.31944, 3.45988)  -0.2309
C (3.05087, 0.07517, 1.98779)  -0.3820
C (4.16066, -0.42719, 2.91858)  -0.1818
C (5.08000, 0.68411, 3.41533)  -0.2039
C (5.70047, 1.43318, 2.23987)  -0.2111
C (4.62247, 2.05000, 1.35399)  -0.2059
C (3.58421, 1.02497, 0.90520)  -0.2100
H (2.50021, 1.38642, 4.76940)  0.0975
H (0.66713, 1.97872, 6.03402)  0.1190
H (-0.13112, 0.84884, 4.97465)  0.0716
H (-1.49172, 2.87242, 4.99289)  0.1032
H (-0.69210, 2.78661, 3.43447)  0.0973
H (-0.09799, 4.61620, 5.78298)  0.0998
H (-0.29595, 5.03716, 4.09394)  0.1039
H (2.13600, 4.00660, 5.54631)  0.1079
H (2.04853, 5.18157, 4.25489)  0.1020
H (3.12308, 3.16773, 3.41287)  0.0798
H (1.55955, 3.29547, 2.63164)  0.1195
H (1.35593, -1.80221, 2.81987)  -0.0119
H (2.14261, -0.64336, 5.34238)  0.0881
H (2.19538, -2.29624, 4.77381)  0.0973
H (-0.19915, -0.97409, 6.12199)  0.0929
H (0.89980, -2.10725, 6.87493)  0.1025
H (-1.25009, -3.16455, 6.04094)  0.0949
H (0.20985, -3.90419, 5.41409)  0.1060
H (-1.92576, -2.95581, 3.82051)  0.1054
H (-0.34504, -3.41665, 3.23871)  0.0557
H (-1.16066, -0.59825, 4.04519)  0.0956
H (-0.90357, -1.23109, 2.42434)  0.0408
H (2.69631, -0.80435, 1.42815)  0.0062
H (4.75060, -1.15345, 2.34920)  0.1191
H (3.74869, -0.99927, 3.75172)  0.0863
H (5.86378, 0.25885, 4.04997)  0.1041
H (4.52449, 1.39091, 4.04593)  0.0909
H (6.28872, 0.72091, 1.64917)  0.1127
H (6.39552, 2.20266, 2.59088)  0.0988
H (5.07857, 2.49975, 0.46680)  0.1048
H (4.14930, 2.87478, 1.89158)  0.0772
H (4.03797, 0.37377, 0.15166)  0.0869
H (2.74716, 1.50644, 0.39653)  0.0973
C (1.94891, -0.17148, -4.50884)  -0.1234
C (1.12172, -1.34988, -5.04136)  -0.6929
C (1.78744, -2.64811, -4.57406)  -0.1115
C (1.12319, -1.28272, -6.56937)  -0.0958
P (-0.55849, -1.18154, -4.22295)  1.1364
C (-1.24525, 0.25481, -5.15370)  -0.3608
C (-1.83318, 0.21376, -6.41938)  -0.1214
C (-2.27316, 1.36778, -7.05091)  -0.1078
C (-2.11349, 2.60253, -6.43691)  -0.1186
C (-1.52663, 2.66704, -5.18375)  -0.0954
C (-1.11408, 1.50374, -4.54956)  -0.1217
C (-1.63720, -2.66339, -4.63041)  -0.6899
C (-1.44950, -3.36820, -5.97811)  -0.0975
C (-1.37903, -3.68968, -3.51790)  -0.1216
C (-3.08996, -2.19552, -4.50453)  -0.1394
H (2.96551, -0.24711, -4.90938)  0.0828
H (2.01989, -0.20184, -3.42079)  0.0033
H (1.53318, 0.78865, -4.82634)  0.0665
H (2.82203, -2.65412, -4.93395)  0.0865
H (1.29684, -3.53409, -4.97721)  0.0616
H (1.81357, -2.74296, -3.48666)  0.0049
H (2.16180, -1.32334, -6.91570)  0.0791
H (0.68813, -0.35278, -6.93993)  0.0669
H (0.59319, -2.11979, -7.02376)  0.0575
H (-1.94173, -0.73209, -6.92951)  0.0851
H (-2.73642, 1.30174, -8.02855)  0.0950
H (-2.46188, 3.50493, -6.92461)  0.0930
H (-1.41602, 3.61874, -4.67916)  0.1004
H (-0.69668, 1.56931, -3.55229)  0.0974
H (-0.46848, -3.83536, -6.05843)  0.0640
H (-1.58893, -2.71527, -6.83915)  0.0536
H (-2.19384, -4.16864, -6.04935)  0.0806
H (-0.34183, -4.00399, -3.41487)  0.0205
H (-1.97702, -4.58532, -3.72028)  0.0883
H (-1.68159, -3.32394, -2.53396)  0.0298
H (-3.41631, -1.60417, -5.36124)  0.0383
H (-3.25130, -1.58494, -3.61267)  0.0401
H (-3.73412, -3.07761, -4.43068)  0.0875

Values from the calculation:
LUMO level = 3.15 eV
total charge = -2
E_tot = -4945.7247 Ha
ΔE to the lowest compared entry with this formula, charge and spin = 0.0 kcal per mole